[1]
Density functional theory data (ωB97M-V/def2-TZVPD) for C38H42N6O4SW as an isolated structure.

Geometry (Å):
W -0.2024 -0.3160 0.5644
C -4.4470 5.1812 2.1839
C -4.4179 3.9725 1.2393
C -4.7110 2.7070 2.0482
C -5.5281 4.1304 0.1894
C -3.0759 3.8919 0.5086
C -2.6623 4.9665 -0.3040
C -1.5441 4.8988 -1.1100
C -0.8065 3.7185 -1.1193
S 0.5017 3.2209 -2.1622
C 0.4545 1.6387 -1.4449
N -0.3811 1.5407 -0.4270
C -1.1596 2.6777 -0.2692
C -2.2837 2.7590 0.5487
C 1.0405 0.4203 -1.9687
C 1.8769 0.3945 -3.0904
C 2.2035 -0.8191 -3.6543
C 1.6991 -2.0003 -3.1037
C 0.9089 -1.9687 -1.9690
C 0.5720 -0.7634 -1.3429
H -5.4250 5.2554 2.6639
H -4.2654 6.1145 1.6502
H -3.6939 5.0889 2.9682
H -5.6819 2.8071 2.5364
H -3.9623 2.5455 2.8258
H -4.7473 1.8172 1.4156
H -6.5037 4.1707 0.6788
H -5.5261 3.2858 -0.5023
H -5.4049 5.0445 -0.3927
H -3.2595 5.8689 -0.3349
H -1.2800 5.7288 -1.7519
H -2.5325 1.8919 1.1452
H 2.2548 1.3164 -3.5181
H 2.8465 -0.8589 -4.5237
H 1.9554 -2.9502 -3.5571
H 0.5716 -2.9043 -1.5351
C -1.3354 3.3922 3.8702
C 0.0350 2.9988 3.4517
N 0.3591 1.9650 2.7044
C 1.7210 2.0156 2.5701
C 2.2293 3.0957 3.2472
N 1.1370 3.7060 3.7931
C 3.5657 3.6901 3.5093
O 4.6131 3.0671 3.0160
O 3.6362 4.7109 4.1559
C 2.4572 0.9846 1.8076
O 3.6877 0.9544 1.8329
O 1.7408 0.1392 1.1652
H -1.9151 2.5090 4.1287
H -1.8400 3.9024 3.0483
H -1.3070 4.0596 4.7310
H 1.2054 4.5436 4.3514
H 4.3373 2.2326 2.5241
N 0.2672 -4.3718 2.0863
C 1.5147 -3.9451 2.4720
C 1.5882 -2.6379 2.1089
N 0.4018 -2.2653 1.5129
C -0.3684 -3.3327 1.5090
H -0.1124 -5.2946 2.2006
H 2.2244 -4.5922 2.9539
H 2.4051 -1.9463 2.2097
H -1.3667 -3.3833 1.1052
C -3.4167 -1.7008 4.7200
C -2.6734 -1.5557 3.3885
C -1.7795 -0.3103 3.4404
C -3.6052 -1.5964 2.1733
C -4.9277 -1.9948 2.3560
C -5.8229 -2.0827 1.3057
C -5.3953 -1.7759 0.0266
C -4.0902 -1.3717 -0.2241
C -3.7234 -1.1004 -1.6747
C -2.7832 -2.1841 -2.2077
C -3.1913 0.3029 -1.9717
C -3.1836 -1.2768 0.8573
N -1.8980 -0.8139 0.6082
H -2.7008 -1.6111 5.5371
H -3.9105 -2.6662 4.8355
H -4.1687 -0.9168 4.8361
H -2.0097 -2.4261 3.3184
H -2.2454 0.5429 2.9494
H -0.8191 -0.5250 2.9707
H -1.5455 -0.0243 4.4684
H -5.2855 -2.2278 3.3476
H -6.8457 -2.3858 1.4880
H -6.0881 -1.8421 -0.8043
H -4.6657 -1.1943 -2.2228
H -1.8449 -2.1784 -1.6562
H -2.5538 -2.0083 -3.2608
H -3.2406 -3.1717 -2.1144
H -2.1656 0.4168 -1.6333
H -3.8030 1.0701 -1.4908
H -3.2137 0.4796 -3.0496

Forces on the atoms, in the same order (eV/Å):
W 0.0 0.0 0.0
C 0.0 0.0 0.0
C 0.0 0.0 0.0
C 0.0 0.0 0.0
C 0.0 0.0 0.0
C 0.0 0.0 0.0
C 0.0 0.0 0.0
C 0.0 0.0 0.0
C 0.0 0.0 0.0
S 0.0 0.0 0.0
C 0.0 0.0 0.0
N 0.1 -0.1 0.0
C 0.0 0.0 0.0
C 0.0 0.0 0.0
C 0.0 0.1 0.0
C 0.0 0.0 0.0
C 0.0 0.0 0.0
C 0.0 0.0 0.0
C 0.0 0.0 0.0
C -0.1 0.0 0.1
H 0.0 0.0 0.0
H 0.0 0.0 0.0
H 0.0 0.0 0.0
H 0.0 0.0 0.0
H 0.0 0.0 0.0
H 0.0 0.0 0.0
H 0.0 0.0 0.0
H 0.0 0.0 0.0
H 0.0 0.0 0.0
H 0.0 0.0 0.0
H 0.0 0.0 0.0
H 0.0 0.0 0.0
H 0.0 0.0 0.0
H 0.0 0.0 0.0
H 0.0 0.0 0.0
H 0.0 0.0 0.0
C 0.0 0.0 0.0
C 0.0 0.0 0.0
N 0.0 0.0 0.0
C 0.0 0.0 0.0
C 0.0 0.0 0.0
N 0.0 0.0 0.0
C 0.0 0.0 -0.1
O 0.0 0.0 0.0
O 0.0 0.0 0.0
C 0.0 0.0 0.0
O 0.1 0.0 -0.1
O -0.2 0.0 0.0
H 0.0 0.0 0.0
H 0.0 0.0 0.0
H 0.0 0.0 0.0
H 0.0 0.0 0.0
H 0.0 0.0 0.1
N 0.0 0.0 0.0
C 0.0 0.0 0.0
C 0.0 0.0 0.0
N 0.0 0.1 -0.2
C 0.0 0.0 0.0
H 0.0 0.0 0.0
H 0.0 0.0 0.0
H 0.0 0.0 0.0
H 0.0 0.0 0.0
C 0.0 0.0 0.0
C -0.1 0.0 0.0
C 0.0 -0.1 0.0
C 0.0 -0.1 0.0
C 0.0 0.0 0.0
C 0.0 0.0 -0.1
C 0.0 0.0 0.1
C 0.0 0.1 0.0
C 0.0 0.0 0.0
C 0.0 0.0 0.0
C 0.0 0.0 0.0
C 0.0 0.3 0.0
N 0.2 -0.5 -0.1
H 0.0 0.0 0.0
H 0.0 0.0 -0.1
H 0.0 0.0 0.0
H 0.0 0.0 0.0
H 0.1 0.0 0.0
H 0.0 0.2 0.0
H -0.1 0.0 0.0
H 0.0 0.0 0.0
H 0.0 0.0 0.0
H 0.0 0.0 0.0
H 0.0 0.0 0.0
H 0.0 0.0 0.0
H 0.0 0.0 0.0
H 0.0 0.0 0.0
H 0.0 0.0 0.0
H 0.0 0.0 0.0
H 0.0 0.0 0.0

Values from the calculation:
Spin multiplicity: 1
Relative energy (zero: lowest compared OMol25 entry of this formula, charge and spin) (kcal/mol): 25.4
LUMO (spin up / spin down) (eV): 0.03 / 0.03
F_max (eV/A): 0.52

=====

[2]
Density functional theory data (ωB97M-V/def2-TZVPD) for C38H42N8O2Sn as an isolated structure.

Geometry (Å):
Sn -0.1382 -0.1242 0.1311
C 0.4081 -7.6022 -1.5790
C 0.0247 -6.2560 -1.0925
C -0.8798 -6.0993 -0.0120
C -1.1306 -4.8764 0.5662
C -2.0672 -4.9211 1.6815
N -2.0932 -4.2753 2.7930
C -1.0577 -3.4120 3.3864
C 0.2470 -4.1875 3.6078
C 1.2554 -3.3803 4.4153
N 1.8494 -2.3393 3.5801
C 3.1029 -1.9855 3.5749
C 3.6442 -1.0103 2.7109
C 4.9920 -0.6325 2.8948
C 5.6163 0.2960 2.0954
C 7.0426 0.7135 2.3192
C 4.8630 0.8094 1.0384
C 3.5338 0.4652 0.7919
C 2.9235 1.0050 -0.4027
N 1.7288 0.8454 -0.8549
C 1.5138 1.3744 -2.2056
C 1.6219 0.2423 -3.2251
C 0.3912 -0.6517 -3.2548
N 0.2154 -1.4764 -2.0476
C 0.4753 -2.7135 -2.1864
C 0.1817 -3.8220 -1.2695
C 0.4788 -5.0805 -1.7263
C -0.5515 -3.6577 -0.0135
O -0.7455 -2.5405 0.4939
C 2.8559 -0.4274 1.6609
O 1.5997 -0.6906 1.5210
H 0.3212 -8.3549 -0.7972
H 1.4167 -7.6075 -1.9927
H -0.2613 -7.9129 -2.3939
H -1.3454 -6.9860 0.4111
H -2.8644 -5.6530 1.5712
H -2.8829 -4.4816 3.3968
H -1.4466 -3.0588 4.3385
H -0.9016 -2.5620 2.7330
H 0.6963 -4.4577 2.6491
H 0.0302 -5.1117 4.1469
H 2.0412 -4.0340 4.7887
H 0.7689 -2.9283 5.2839
H 1.2718 -1.8388 2.9036
H 3.7711 -2.4760 4.2783
H 5.5537 -1.0845 3.7071
H 7.4948 0.1797 3.1509
H 7.1101 1.7841 2.5194
H 7.6482 0.5404 1.4284
H 5.3487 1.5078 0.3612
H 3.6173 1.5961 -1.0088
H 2.2478 2.1447 -2.4513
H 0.5154 1.8192 -2.2581
H 2.5150 -0.3537 -3.0206
H 1.7328 0.6788 -4.2190
H 0.4302 -1.2841 -4.1440
H -0.4832 -0.0132 -3.3319
H 0.8640 -3.0543 -3.1507
H 1.0548 -5.1854 -2.6408
C 0.1336 5.6911 2.9950
C -1.1258 5.9023 2.4248
C -1.5492 5.1218 1.3795
C -0.6907 4.1079 0.8942
C 0.5755 3.8932 1.4715
C 0.9816 4.6903 2.5141
N -1.0620 3.2868 -0.1411
N -1.9755 3.4512 -0.9010
C -2.6278 2.5546 -1.7356
C -3.5011 3.1112 -2.6646
C -4.2262 2.2559 -3.4818
C -4.0597 0.8961 -3.3196
C -3.1456 0.4367 -2.3648
N -2.4276 1.2278 -1.5837
H 0.4599 6.3203 3.8140
H -1.7620 6.6958 2.7941
H -2.5108 5.2795 0.9059
H 1.2139 3.1191 1.0630
H 1.9625 4.5589 2.9518
H -3.6053 4.1870 -2.7264
H -4.9082 2.6523 -4.2223
H -4.6153 0.1920 -3.9249
H -2.9847 -0.6279 -2.2263
C 0.3160 1.3578 6.0923
C -1.0007 1.0211 5.3762
C -0.8224 0.7008 3.9663
N -0.6801 0.4640 2.8496
H 0.1026 1.5734 7.1363
H 0.7895 2.2344 5.6530
H 1.0170 0.5242 6.0566
H -1.6910 1.8644 5.4446
H -1.4900 0.1734 5.8595

Forces on the atoms, in the same order (eV/Å):
Sn 0.6 0.0 0.1
C 0.0 0.0 -0.1
C 0.0 -0.1 0.0
C 0.0 0.1 0.2
C 0.1 -0.1 -0.1
C -0.1 0.0 0.0
N 0.2 0.0 -0.1
C 0.3 0.0 0.0
C -0.1 -0.1 0.0
C 0.0 0.0 0.0
N 0.1 -0.1 0.1
C -0.1 0.0 0.1
C -0.3 0.2 -0.3
C -0.1 -0.1 0.0
C 0.1 0.1 0.0
C 0.0 0.2 -0.2
C 0.2 0.0 0.0
C -0.2 0.0 0.0
C 0.3 -0.1 0.2
N 0.3 0.2 0.1
C -0.1 -0.2 -0.3
C -0.1 0.1 0.1
C 0.2 0.0 -0.1
N 0.1 0.0 0.3
C -0.1 0.1 -0.3
C 0.0 -0.1 0.1
C 0.1 0.0 -0.1
C -0.1 0.1 0.0
O 0.0 -0.2 0.2
C 0.5 0.3 0.0
O -0.8 -0.5 -0.3
H 0.0 0.0 0.0
H 0.0 0.0 0.0
H 0.0 0.1 0.0
H 0.0 0.0 -0.1
H -0.1 0.1 0.0
H 0.0 -0.1 0.0
H -0.1 0.0 0.0
H -0.1 0.2 -0.1
H 0.0 -0.1 0.0
H 0.0 0.0 0.0
H 0.1 0.0 0.0
H 0.0 0.0 0.0
H 0.0 0.1 -0.1
H -0.1 0.0 0.1
H -0.1 0.0 0.0
H 0.0 0.0 0.0
H -0.1 0.0 0.1
H 0.0 -0.1 0.0
H 0.0 0.0 0.0
H -0.1 0.0 0.0
H 0.0 0.1 0.2
H 0.0 0.1 0.0
H 0.0 0.1 -0.1
H 0.0 0.0 0.0
H -0.1 -0.1 0.0
H -0.3 0.0 -0.1
H 0.0 -0.1 0.0
H 0.0 0.0 0.0
C 0.0 -0.1 -0.1
C 0.1 0.1 0.1
C 0.0 -0.3 -0.3
C 0.3 0.4 0.7
C -0.2 -0.2 -0.3
C 0.0 0.2 0.2
N -0.4 0.1 -0.4
N 0.5 0.1 0.2
C -0.6 -0.8 -0.6
C 0.2 0.3 0.3
C -0.1 -0.1 -0.1
C 0.0 0.0 0.0
C 0.1 0.0 0.1
N 0.0 0.7 0.1
H 0.0 0.0 0.0
H 0.0 0.0 0.0
H 0.0 0.0 0.1
H 0.0 0.0 0.0
H 0.0 0.0 0.0
H 0.0 0.0 0.0
H 0.0 0.0 0.0
H 0.0 0.0 0.0
H 0.0 0.0 -0.1
C 0.0 0.0 -0.1
C 0.1 0.1 0.3
C 0.0 0.1 -0.2
N 0.0 -0.1 0.3
H 0.0 0.0 0.0
H 0.0 0.0 0.0
H 0.0 0.0 0.0
H 0.0 -0.1 -0.1
H -0.1 0.0 0.0

Values from the calculation:
Net charge: +4
Spin multiplicity: 1
LUMO (spin up / spin down) (eV): -12.84 / -12.23
F_max (eV/A): 1.21